Density functional theory data (wB97M-V/def2-TZVPD) for 2 unconnected molecules or ions with the total composition C2H2NO2S.

Each line ends with the Löwdin charge.
Atoms and positions in Å:
C (0.294082, 0.888466, -0.013209)  -0.8738
C (-1.715495, -0.670959, 0.007288)  -0.5382
N (1.228112, -0.078200, -0.000417)  -0.1038
O (-1.123366, -1.687012, 0.002830)  0.0762
O (-2.646490, 0.037989, 0.020193)  0.1080
S (0.812103, 2.472649, -0.019126)  0.2455
H (0.913229, -1.037781, -0.005725)  0.0327
H (2.237826, 0.074850, 0.008164)  0.0532

Cartesian forces (eV/Å) of the 6 atoms listed first:
C -0.09 -1.05 0.01
C 0.18 0.83 0.02
N -0.04 -0.28 -0.01
O 0.36 -0.42 -0.01
O -0.18 0.12 -0.01
S 0.02 0.35 0.01

The strongest force on any atom comes out at 1.058 eV Å⁻¹. The total energy is -680.87435 Ha. The net charge is -1. The energy relative to the best compared isomer or geometry (same formula, charge and spin) comes out at 0.895 eV.